{"formula": "C21H49F3I2N21O11", "method": "ωB97M-V with the def2-TZVPD basis set", "e_lumo_ev": -3.7095, "max_force_ev_per_a": 2.0, "charge": 1, "multiplicity": 1, "homo_lumo_gap_ev": 7.01, "homo_ev": -10.7, "elements": ["O", "C", "I", "C", "C", "C", "N", "C", "I", "C", "C", "C", "C", "C", "F", "C", "F", "F", "H", "H", "H", "H", "H", "H", "H", "H", "H", "C", "O", "N", "N", "H", "H", "H", "H", "C", "O", "N", "N", "H", "H", "H", "H", "C", "O", "N", "N", "H", "H", "H", "H", "C", "O", "N", "N", "H", "H", "H", "H", "C", "O", "N", "N", "H", "H", "H", "H", "C", "O", "N", "N", "H", "H", "H", "H", "C", "O", "N", "N", "H", "H", "H", "H", "C", "O", "N", "N", "H", "H", "H", "H", "C", "O", "N", "N", "H", "H", "H", "H", "C", "O", "N", "N", "H", "H", "H", "H"], "positions_angstrom": [[-0.6824, -1.1266, -1.3506], [-1.8081, -0.8161, -1.2142], [-2.4448, 0.8402, -0.0289], [-2.9171, -1.6493, -1.8766], [-3.2484, -2.7395, -0.8707], [-4.0308, -2.3574, 0.2027], [-4.3285, -3.2535, 1.1601], [-3.8996, -4.5178, 1.1129], [-4.3787, -5.8419, 2.6590], [-3.1354, -4.9520, 0.0549], [-2.7781, -4.0614, -0.9611], [-1.9309, -4.5298, -2.0928], [-0.4195, -4.7465, -1.6826], [-0.0846, -4.6036, -0.2453], [-0.2685, -3.4176, 0.4053], [0.5091, -5.6172, 0.4860], [-0.1208, -6.6673, 0.9452], [1.7938, -5.6297, 0.7708], [-3.8049, -1.0549, -2.0794], [-2.5778, -2.0330, -2.8307], [-4.3861, -1.3457, 0.3156], [-4.9006, -2.9426, 1.9373], [-2.7811, -5.9688, 0.0040], [-1.9706, -3.8400, -2.9256], [-2.3301, -5.4869, -2.4269], [-0.1283, -5.7574, -1.9563], [0.1797, -4.0307, -2.2467], [5.3309, -4.9264, 2.8564], [6.1347, -5.2311, 3.7285], [4.1640, -5.5937, 2.6810], [5.5511, -3.8823, 2.0008], [3.4888, -5.3604, 1.9822], [3.9737, -6.3569, 3.3043], [6.4061, -3.3708, 2.1112], [4.9098, -3.6107, 1.2815], [-1.3852, 0.1183, 4.3430], [-2.5943, -0.0718, 4.2688], [-0.4979, -0.5187, 3.5103], [-0.8234, 0.9650, 5.2396], [0.4941, -0.3838, 3.5454], [-0.8792, -1.1538, 2.8362], [-1.4361, 1.4578, 5.8755], [0.1632, 1.1256, 5.3026], [6.1682, -5.6023, 7.6036], [5.2915, -6.4465, 7.7729], [6.9569, -5.1815, 8.6401], [6.4252, -5.0301, 6.4040], [7.6817, -4.4977, 8.5414], [6.7900, -5.5894, 9.5402], [5.8631, -5.3050, 5.6123], [7.1442, -4.3479, 6.2629], [-2.5189, -0.2684, -5.5437], [-3.3543, -1.0758, -5.1399], [-1.4962, 0.1611, -4.7632], [-2.5483, 0.2555, -6.7985], [-0.7921, 0.8237, -5.0599], [-1.4608, -0.2153, -3.8376], [-3.2893, -0.0384, -7.4064], [-1.8659, 0.9107, -7.1299], [1.9301, -7.0039, 5.4914], [1.9695, -5.9429, 4.8804], [2.7702, -7.3130, 6.5085], [1.0134, -7.9803, 5.1774], [2.7350, -8.1855, 6.9994], [3.4660, -6.6314, 6.7873], [0.3751, -7.7875, 4.4306], [0.9545, -8.8588, 5.6551], [0.0687, 3.5028, -6.0992], [0.2983, 2.3327, -5.7853], [-0.6737, 3.8405, -7.1928], [0.5321, 4.5496, -5.3836], [-0.8649, 4.7912, -7.4527], [-1.0375, 3.0986, -7.7574], [1.0777, 4.3465, -4.5669], [0.3468, 5.5109, -5.6223], [1.2547, 8.1703, -6.8512], [0.4583, 7.3056, -6.4940], [2.2606, 8.6042, -6.0460], [1.1840, 8.7535, -8.0760], [2.9216, 9.3079, -6.3147], [2.3341, 8.1891, -5.1357], [0.4496, 8.4509, -8.6888], [1.8204, 9.4605, -8.3914], [-3.0483, 7.3205, -4.5546], [-4.2281, 7.3808, -4.2456], [-2.3055, 6.1873, -4.4137], [-2.3651, 8.3884, -5.0710], [-1.3358, 6.1236, -4.6517], [-2.7645, 5.3782, -4.0418], [-2.8742, 9.2432, -5.1913], [-1.3963, 8.3489, -5.3342], [-1.7315, 4.4422, 6.2356], [-1.5086, 3.2765, 6.5227], [-2.4809, 4.7919, 5.1482], [-1.2529, 5.4805, 6.9768], [-2.6810, 5.7399, 4.8931], [-2.8498, 4.0458, 4.5883], [-0.7011, 5.2526, 7.7828], [-1.4245, 6.4435, 6.7606], [-0.4040, 4.9021, -1.2797], [-0.2382, 5.2493, -2.4359], [-1.4292, 5.3851, -0.5166], [0.4164, 4.0024, -0.6581], [-1.5876, 5.1168, 0.4353], [-2.0490, 6.0470, -0.9486], [1.1771, 3.6295, -1.1941], [0.2959, 3.7006, 0.2898]]}


{"formula": "C28H58BN2O14S3", "method": "ωB97M-V with the def2-TZVPD basis set", "e_lumo_ev": [0.0462, 0.0436], "max_force_ev_per_a": 4.9, "charge": 0, "multiplicity": 2, "homo_lumo_gap_ev": [7.97, 8.81], "homo_ev": [-7.9, -8.8], "s_squared": 0.754, "elements": ["C", "C", "C", "C", "C", "C", "C", "C", "C", "C", "C", "C", "B", "O", "N", "C", "C", "C", "C", "C", "C", "N", "O", "C", "C", "C", "C", "H", "H", "H", "H", "H", "H", "H", "H", "H", "H", "H", "H", "H", "H", "H", "H", "H", "H", "H", "H", "H", "H", "H", "H", "H", "H", "H", "H", "H", "H", "H", "H", "H", "H", "H", "H", "H", "H", "H", "H", "H", "H", "H", "H", "H", "H", "C", "C", "O", "S", "O", "O", "O", "H", "H", "H", "H", "C", "C", "O", "S", "O", "O", "O", "H", "H", "H", "H", "C", "C", "O", "S", "O", "O", "O", "H", "H", "H", "H"], "positions_angstrom": [[6.2695, -0.2937, -2.0417], [6.2753, 0.9531, -2.9317], [4.9138, 1.2132, -3.5772], [4.6217, 0.2388, -4.7324], [3.1392, -0.1023, -4.8392], [2.2582, 1.1024, -5.2256], [1.0490, 1.3148, -4.3156], [0.1575, 0.0794, -4.1431], [-0.5521, 0.0155, -2.7835], [-0.1742, -1.2181, -1.9603], [-0.8252, -1.1943, -0.5669], [0.0719, -1.3124, 0.7068], [0.0635, -2.8414, 1.0621], [-0.4257, -3.2365, 2.2831], [0.5493, -3.8405, 0.0774], [1.8743, -4.3538, 0.4726], [-0.4480, -4.8928, -0.1685], [-0.5588, -0.5205, 1.8670], [-0.2362, 0.9749, 1.9671], [-1.0610, 1.8306, 0.9964], [-0.6429, 1.4428, 3.3797], [1.2404, 1.1983, 1.8258], [1.8673, 0.9517, 2.9229], [1.9192, 0.5710, 0.6516], [1.6527, 1.3489, -0.6512], [3.4426, 0.6458, 0.8835], [1.5548, -0.9218, 0.5853], [7.2613, -0.7389, -1.9797], [5.9455, -0.0501, -1.0311], [5.6000, -1.0622, -2.4285], [7.0211, 0.8500, -3.7193], [6.5362, 1.8115, -2.3128], [4.9093, 2.2286, -3.9779], [4.1211, 1.1669, -2.8267], [5.1537, -0.6925, -4.5310], [4.9691, 0.6583, -5.6762], [2.8089, -0.4696, -3.8627], [2.9635, -0.9178, -5.5412], [2.8732, 2.0030, -5.1713], [1.9242, 1.0132, -6.2603], [1.3859, 1.7019, -3.3514], [0.4422, 2.1088, -4.7560], [0.7087, -0.8427, -4.3258], [-0.6077, 0.1290, -4.9210], [-1.6243, -0.0645, -2.9528], [-0.4106, 0.9377, -2.2194], [-0.5844, -2.0672, -2.5106], [0.9037, -1.3772, -1.9375], [-1.4652, -0.3161, -0.5001], [-1.5246, -2.0374, -0.5380], [-0.1761, -4.1240, 2.5507], [1.9733, -5.4067, 0.2171], [2.6609, -3.8216, -0.0623], [2.0826, -4.2537, 1.5453], [-0.6900, -4.9579, -1.2306], [-1.3861, -4.7099, 0.3591], [-0.0979, -5.8802, 0.1412], [-0.2646, -0.9630, 2.8185], [-1.6453, -0.6179, 1.8119], [-0.9110, 2.8900, 1.1900], [-2.1111, 1.6090, 1.1868], [-0.8899, 1.6063, -0.0493], [-1.7066, 1.6564, 3.3458], [-0.1395, 2.3706, 3.6418], [-0.4301, 0.6939, 4.1354], [0.7597, 1.9588, -0.6166], [2.4786, 2.0375, -0.8302], [1.6238, 0.6761, -1.5053], [3.7098, 1.6194, 1.2887], [3.9380, 0.5592, -0.0850], [3.8064, -0.1364, 1.5408], [2.0317, -1.3677, -0.2876], [2.0662, -1.3619, 1.4501], [-1.4406, -3.1444, 5.5560], [-0.9987, -2.0589, 6.5160], [-2.1910, -1.2833, 6.7250], [-3.4714, -2.2376, 6.6870], [-3.8503, -2.5950, 8.0031], [-4.4113, -1.6662, 5.7881], [-2.7632, -3.4937, 6.0041], [-1.4994, -2.7738, 4.5310], [-0.8052, -4.0249, 5.5940], [-0.2203, -1.4225, 6.1050], [-0.6759, -2.4681, 7.4749], [-4.5261, -0.1698, 4.4741], [-5.7298, 0.3208, 5.2509], [-5.5914, 1.7541, 5.2371], [-4.9247, 2.2203, 3.8620], [-5.9346, 2.6240, 2.9526], [-3.8223, 3.0598, 4.1606], [-4.3891, 0.7848, 3.4075], [-3.6195, -0.1519, 5.0809], [-4.6685, -1.1604, 4.0567], [-5.7398, -0.0308, 6.2774], [-6.6658, 0.0543, 4.7569], [-3.9628, 4.9977, -4.2695], [-3.0543, 4.2727, -5.2420], [-2.1184, 3.5922, -4.3948], [-2.8409, 3.1380, -3.0405], [-3.2583, 1.7892, -3.1569], [-2.0546, 3.5813, -1.9493], [-4.1336, 4.0671, -3.1923], [-3.4972, 5.9048, -3.8804], [-4.9340, 5.2341, -4.6945], [-2.5153, 4.9462, -5.9017], [-3.5998, 3.5330, -5.8312]]}


{"formula": "C6H15O2", "method": "ωB97M-V with the def2-TZVPD basis set", "e_lumo_ev": 3.4629, "max_force_ev_per_a": 3.3, "charge": -1, "e_above_lowest_kcal_mol": 28.83, "multiplicity": 1, "homo_lumo_gap_ev": 7.00, "homo_ev": -3.5, "elements": ["C", "O", "C", "C", "C", "C", "C", "H", "H", "H", "H", "H", "H", "H", "H", "H", "H", "H", "H", "H", "H", "H", "O"], "positions_angstrom": [[0.1817, -1.9694, 0.5949], [-0.2495, -2.1866, 1.8780], [0.3485, -0.4780, 0.2859], [-0.0066, -0.0532, -1.1253], [0.9630, 0.7948, -1.9338], [1.4832, 2.0591, -1.2176], [0.2908, 2.9887, -0.9041], [-0.3464, -2.4731, -0.2474], [1.1457, -2.5280, 0.5477], [1.4127, -0.2088, 0.3498], [-0.1847, 0.0700, 1.0584], [-0.4473, -0.8420, -1.7563], [-1.0043, 0.4481, -1.1276], [1.8107, 0.1426, -2.1921], [0.5495, 1.1050, -2.8975], [2.3094, 2.5179, -1.7493], [1.7854, 1.7217, -0.2354], [0.0719, 2.9808, 0.1611], [0.5790, 4.0532, -0.9667], [-0.5871, 2.9082, -1.5384], [-3.0578, -0.6206, 2.1541], [-1.4584, -1.6647, 1.9955], [-2.5346, -1.3731, 2.1302]]}


{"formula": "C20H54O7", "method": "ωB97M-V with the def2-TZVPD basis set", "e_lumo_ev": 0.5293, "max_force_ev_per_a": 2.5, "smiles": "CC(C)O.CC(C)O.CC(C)O.CC(C)O.CC(C)O.CC(C)O.CCO", "charge": 0, "e_above_lowest_kcal_mol": 2.55, "multiplicity": 1, "homo_lumo_gap_ev": 10.30, "homo_ev": -9.8, "elements": ["C", "C", "C", "O", "H", "H", "H", "H", "H", "H", "H", "H", "C", "C", "C", "O", "H", "H", "H", "H", "H", "H", "H", "H", "C", "C", "C", "O", "H", "H", "H", "H", "H", "H", "H", "H", "C", "C", "C", "O", "H", "H", "H", "H", "H", "H", "H", "H", "C", "C", "C", "O", "H", "H", "H", "H", "H", "H", "H", "H", "C", "C", "C", "O", "H", "H", "H", "H", "H", "H", "H", "H", "C", "C", "O", "H", "H", "H", "H", "H", "H"], "positions_angstrom": [[2.9090, -16.7983, -13.0151], [2.2780, -18.0898, -12.4018], [0.8945, -18.3309, -12.8633], [3.0592, -19.2128, -12.6330], [2.3616, -15.8841, -12.7169], [2.8484, -16.8267, -14.1176], [4.0065, -16.6242, -12.8548], [2.3426, -17.9536, -11.3022], [0.9099, -18.4774, -13.9626], [0.2330, -17.5244, -12.5371], [0.4778, -19.2267, -12.3498], [3.0125, -19.4697, -13.5675], [-3.2068, -16.2297, -16.7793], [-3.0422, -15.6123, -18.1553], [-1.6194, -15.6891, -18.7037], [-3.8962, -16.2310, -19.1382], [-2.5249, -15.7136, -16.1283], [-3.0940, -17.3119, -16.7506], [-4.1584, -16.0154, -16.3587], [-3.3242, -14.5664, -18.0813], [-0.9203, -15.1173, -18.0501], [-1.6903, -15.2459, -19.6845], [-1.3260, -16.7357, -18.8084], [-4.7840, -15.8960, -19.0515], [-1.5565, -13.9570, -8.9724], [-1.1043, -13.0257, -10.0816], [-2.2659, -12.6211, -10.9363], [-0.4106, -11.8880, -9.5284], [-2.1381, -13.3532, -8.3093], [-0.7412, -14.5002, -8.4902], [-2.1860, -14.7511, -9.3479], [-0.2885, -13.4853, -10.6033], [-2.6683, -13.5319, -11.3725], [-1.9196, -11.9332, -11.7091], [-3.1123, -12.1738, -10.4027], [-1.0102, -11.4133, -8.9639], [0.4548, -8.5471, -11.0361], [1.4414, -9.5848, -11.6314], [2.6658, -9.7322, -10.7974], [0.8211, -10.7980, -11.9434], [-0.1833, -8.2142, -11.8305], [0.9754, -7.7141, -10.5753], [-0.1181, -9.0489, -10.2440], [1.6903, -9.2290, -12.6542], [3.0129, -8.7951, -10.4133], [3.4577, -10.3371, -11.2629], [2.3795, -10.2334, -9.8548], [0.2929, -11.0976, -11.1923], [-4.1586, -11.9053, -16.6935], [-2.9883, -12.4346, -15.9345], [-1.7798, -11.7965, -16.5654], [-3.0116, -12.3005, -14.4924], [-4.1101, -12.3925, -17.6700], [-4.1770, -10.8162, -16.7838], [-5.1154, -12.1801, -16.1835], [-2.9302, -13.4728, -16.1623], [-1.7737, -10.6936, -16.4554], [-1.8537, -12.0719, -17.6230], [-0.8734, -12.2355, -16.1707], [-2.0972, -12.1136, -14.1729], [3.6491, -11.9969, -15.3858], [3.4962, -12.4572, -16.8480], [2.4261, -13.5840, -16.8039], [3.0740, -11.4268, -17.7368], [4.0630, -12.8033, -14.7727], [2.6975, -11.6248, -15.0075], [4.3474, -11.1595, -15.3924], [4.4671, -12.8032, -17.1906], [2.8641, -14.4544, -16.2605], [2.0370, -13.8302, -17.7874], [1.6498, -13.2483, -16.1413], [2.8029, -10.6655, -17.2306], [-0.4269, -14.9692, -14.4331], [0.4330, -13.9741, -13.7456], [-0.1361, -12.6747, -13.8492], [-1.4127, -14.9057, -14.0240], [-0.0553, -15.9906, -14.2984], [-0.4724, -14.7148, -15.4828], [1.4703, -13.9225, -14.1818], [0.5003, -14.2872, -12.6770], [0.3644, -12.0595, -13.2816]]}


{"formula": "C5H40N2O13S", "method": "ωB97M-V with the def2-TZVPD basis set", "e_lumo_ev": 0.1436, "max_force_ev_per_a": 2.8, "charge": 0, "e_above_lowest_kcal_mol": 74.37, "multiplicity": 1, "homo_lumo_gap_ev": 9.23, "homo_ev": -9.1, "elements": ["C", "N", "C", "C", "S", "C", "N", "C", "H", "H", "H", "H", "H", "H", "H", "H", "H", "H", "H", "H", "H", "H", "H", "H", "O", "H", "H", "O", "H", "H", "O", "H", "H", "O", "H", "H", "O", "H", "H", "O", "H", "H", "O", "H", "H", "O", "H", "H", "O", "H", "H", "O", "H", "H", "O", "H", "H", "O", "H", "H", "O"], "positions_angstrom": [[0.7397, 2.6888, -0.5122], [0.8857, 1.2324, -0.3681], [1.7661, 0.7554, 0.7078], [1.0080, 0.0924, 1.8520], [2.1556, -0.6677, 3.0622], [0.8604, 3.1361, -1.9802], [2.1914, 2.8819, -2.4542], [0.4562, 4.6515, -1.9772], [-0.2542, 3.0000, -0.1942], [1.5434, 3.1849, 0.0293], [-0.0179, 0.7706, -0.3664], [2.3467, 1.6122, 1.0469], [2.4248, -0.0069, 0.2850], [0.4590, 0.8131, 2.4540], [0.2572, -0.5460, 1.3769], [0.0149, 2.7245, -2.5321], [3.2135, -0.6021, 2.2369], [2.8280, 3.0886, -1.6945], [2.4655, 3.4001, -3.2778], [-0.5116, 4.8392, -2.4428], [0.4877, 5.2126, -1.0416], [1.1892, 5.1662, -2.6110], [-2.4019, 2.2933, 0.6089], [-2.2187, 3.0074, 2.0661], [-2.8050, 2.7400, 1.3537], [-0.7781, 0.6746, 4.6861], [-1.6937, 0.4279, 3.4668], [-1.0119, 1.0426, 3.8215], [-2.9801, -0.3182, -0.8754], [-1.8152, -1.0768, -0.3738], [-2.5443, -0.4988, -0.0326], [-2.4208, -4.4822, -0.4333], [-1.3149, -5.2047, -1.1961], [-1.5957, -4.9648, -0.3029], [2.8581, -3.3354, -1.0145], [1.8908, -2.0454, -0.8748], [1.9671, -2.9836, -1.0732], [1.6437, 0.3078, -1.7690], [2.8739, 0.5332, -2.6549], [2.3017, -0.1731, -2.3345], [0.9496, -3.1184, -2.8932], [0.6962, -4.6653, -2.9711], [0.2984, -3.7971, -3.0829], [-3.2118, -2.8655, 2.2579], [-2.8238, -4.1307, 3.0257], [-3.1878, -3.8252, 2.1897], [-1.5979, 3.2223, 4.6167], [-0.3155, 3.7418, 3.8692], [-1.1073, 4.0019, 4.3414], [0.1513, -4.3905, 1.4166], [1.2225, -3.7375, 0.5667], [1.0920, -4.4461, 1.2133], [1.1067, -0.7764, -3.4598], [0.2004, -0.7787, -4.6350], [0.1976, -1.0800, -3.7195], [-0.2337, -2.7911, -1.0838], [-0.2977, -1.4702, -1.9808], [-0.4695, -1.8564, -1.1053], [-2.5639, -0.7988, 2.0978], [-3.4573, 0.4205, 2.0218], [-3.1131, -0.2306, 2.6475]]}


{"formula": "H18HfO9", "method": "ωB97M-V with the def2-TZVPD basis set", "e_lumo_ev": -15.3017, "max_force_ev_per_a": 0.7, "charge": 4, "e_above_lowest_kcal_mol": 0.00, "multiplicity": 1, "homo_lumo_gap_ev": 12.71, "homo_ev": -28.0, "elements": ["Hf", "O", "H", "H", "O", "H", "H", "O", "H", "H", "O", "H", "H", "O", "H", "H", "O", "H", "H", "O", "H", "H", "O", "H", "H", "O", "H", "H"], "positions_angstrom": [[-0.0537, -0.0445, -0.0240], [1.1129, 0.5973, -1.9081], [1.2958, 0.0699, -2.7165], [1.4836, 1.4895, -2.0795], [-0.2250, 2.2575, 0.2805], [-1.0109, 2.8385, 0.3833], [0.5310, 2.8557, 0.1027], [2.0137, 1.0174, 0.5078], [2.2380, 1.5299, 1.3140], [2.8457, 0.9511, -0.0046], [0.3151, 0.1325, 2.3031], [-0.0193, 0.8738, 2.8556], [0.6292, -0.5521, 2.9344], [-1.6366, 0.8256, -1.6761], [-2.0103, 1.7258, -1.7773], [-2.1084, 0.2884, -2.3459], [-0.2281, -1.6785, -1.6874], [-0.8011, -1.7831, -2.4804], [0.2735, -2.5184, -1.6113], [1.7011, -1.6294, 0.2227], [2.5954, -1.5720, -0.1760], [1.7117, -2.4446, 0.7694], [-2.1017, 0.4801, 1.0074], [-2.4564, 0.3474, 1.9130], [-2.8791, 0.7292, 0.4606], [-0.9087, -1.9637, 0.9401], [-1.2636, -1.9315, 1.8515], [-1.0438, -2.8919, 0.6409]]}